No. 1
Here is C10H6F14N2O4Ru as an isolated structure in a non-equilibrium geometry from the Open Molecules 2025 dataset. Energies are from ωB97M-V/def2-TZVPD.

Geometry (Å):
O -9.758 -1.640 9.744
F -4.156 -4.407 8.532
C -8.062 -2.206 5.951
F -4.485 -3.004 6.824
C -8.758 -6.487 6.398
H -8.437 -3.680 11.021
C -8.342 -6.794 7.895
F -9.591 -7.389 5.945
H -10.064 -2.571 6.741
F -3.336 -5.124 5.955
H -9.392 -1.033 7.243
F -10.337 -5.671 8.823
C -5.025 -4.163 7.451
F -7.200 -8.396 9.272
H -5.811 -3.211 9.982
C -4.618 -5.233 6.336
F -4.821 -6.496 6.839
C -7.845 -2.955 10.489
F -9.139 -6.937 10.107
C -9.603 -6.826 8.846
F -6.555 -8.208 7.247
O -8.093 -1.507 4.913
Ru -7.021 -4.046 7.764
C -9.106 -2.076 7.009
F -5.357 -5.153 5.208
N -8.664 -2.886 8.196
H -6.645 -4.625 10.218
N -6.713 -3.623 9.868
C -8.898 -2.497 9.478
C -7.640 -8.174 8.039
F -8.403 -9.205 7.624
F -7.757 -6.375 5.540
F -9.422 -5.300 6.355
O -7.420 -5.878 8.377
F -10.407 -7.892 8.627
H -7.551 -2.119 11.169
O -7.200 -3.271 6.023

Cartesian forces (eV/Å) of the 2 atoms listed first:
1.269 -1.856 0.174
-1.470 0.237 -0.884

LUMO (spin up / spin down)   -1.1 / -3.6 eV
E_tot   -62262.3309 eV
Total charge   0
E_HOMO (spin up / spin down)   -9.860 / -10.336 eV
Spin multiplicity   5
Energy above the lowest of the compared OMol25 structures with the same formula, charge and spin   0.0 kcal per mole

natural (NBO) population analysis, charges in e, atoms 1 to 6: O -0.59; F -0.34; C 0.75; F -0.34; C 0.96; H 0.24

***

No. 2
Here is an isolated ion of composition C3H6F3N2 and charge +1 in a non-equilibrium geometry from the Open Molecules 2025 dataset. Energies are from ωB97M-V/def2-TZVPD.

Geometry (Å):
F -2.126 2.625 -0.642
H 1.646 -1.138 2.072
H -1.853 -0.680 -1.262
N 1.417 -0.483 1.266
H 2.038 0.214 1.125
C -1.303 0.310 -1.023
C 0.283 -0.470 0.588
H -0.402 -1.291 0.944
H -1.080 0.744 -2.046
H 0.560 1.079 -0.621
N -0.155 0.481 -0.167
F -2.282 1.209 0.908
C -2.473 1.354 -0.399
F -3.673 1.190 -0.833

Cartesian forces (eV/Å) of the 2 atoms listed first:
0.215 0.172 -0.493
-0.790 0.989 -1.796

LUMO   -4.2 eV
Structure (SMILES)   N/C=[NH+]/CC(F)(F)F
E_tot   -14333.7428 eV
Total charge   +1
E_HOMO   -15.683 eV

natural (NBO) population analysis, charges in e, atoms 1 to 6: F -0.32; H 0.46; H 0.27; N -0.69; H 0.40; C -0.35

***

No. 3
Here is a single C17H21NO3 molecule from the Open Molecules 2025 dataset. Energies are from ωB97M-V/def2-TZVPD.

Geometry (Å):
O -4.307 -4.806 1.311
C 0.269 -1.518 -0.053
H -0.257 -2.454 -0.266
C -1.462 -0.930 1.638
H -2.728 -2.688 0.107
C 1.538 2.942 -2.502
C 2.998 4.680 -3.218
H -0.610 0.344 -2.229
H -1.658 2.341 1.553
H 1.213 -2.214 1.764
H 2.418 5.492 -2.768
H 3.260 -0.821 1.582
C -1.445 1.298 1.421
C -0.612 0.762 0.465
H -4.352 -5.772 1.389
C -3.034 -4.392 1.305
C 1.615 3.301 -1.161
H -0.917 -2.991 1.908
H 3.407 5.016 -4.170
H 0.589 -1.078 -0.999
H 2.675 -0.144 0.059
C -2.927 -2.896 1.162
N -0.634 -0.603 0.598
H 0.988 2.860 0.828
H -3.881 -2.437 1.420
H 3.821 4.406 -2.549
C 0.917 2.576 -0.212
C 1.514 -1.813 0.795
H 1.812 0.185 1.561
H 2.215 4.139 -0.843
H 0.664 1.608 -3.915
C 0.131 1.484 -0.564
C 0.038 1.150 -1.916
C -1.989 0.229 2.150
H -2.082 -2.354 3.070
C 2.369 -0.571 1.012
H 2.099 -2.578 0.281
C 0.733 1.862 -2.868
O 2.188 3.572 -3.523
H -2.687 0.299 2.961
O -2.108 -5.152 1.393
C -1.781 -2.335 2.022

Cartesian forces (eV/Å) of the 2 atoms listed first:
-0.693 -0.035 -0.009
0.518 -0.481 0.059

LUMO   0.7 eV
Structure (SMILES)   CCCn1c(CCC(=O)O)ccc1-c1ccc(OC)cc1
E_tot   -25602.8976 eV
Total charge   0
E_HOMO   -7.477 eV
Energy above the lowest of the compared OMol25 structures with the same formula, charge and spin   18.1 kcal per mole

natural (NBO) population analysis, charges in e, atoms 1 to 6: O -0.68; C -0.21; H 0.21; C 0.13; H 0.23; C 0.31

***

No. 4
Here is C47H61Cl2O4Sc as an isolated structure in a non-equilibrium geometry from the Open Molecules 2025 dataset. Energies are from ωB97M-V/def2-TZVPD.

Geometry (Å):
C -2.175 -1.840 -2.700
H 0.952 3.820 -5.475
H 1.859 -4.839 -0.955
C 0.610 3.275 -4.587
H 2.068 6.154 3.928
H 0.225 4.067 -3.919
H -0.779 0.581 -6.196
H 0.184 -4.801 5.188
H -1.284 -5.247 4.318
H -0.016 -4.603 1.356
C 1.132 -3.821 -2.750
C -2.391 0.532 -1.424
H 2.954 6.768 0.424
H -3.506 -3.696 4.588
C -1.787 3.067 -5.307
C 0.541 3.504 2.799
H -1.159 -3.925 2.738
C 2.056 6.447 2.866
C 1.843 5.413 1.744
H -3.304 -3.998 6.324
C -1.361 0.304 -3.584
H 1.171 1.415 4.182
H 2.048 -2.535 -5.314
H -3.013 -2.099 -1.973
H 1.143 3.644 3.685
C 0.350 1.076 3.519
H 1.537 -4.109 1.205
H 3.550 -0.861 2.143
H -1.411 -3.772 7.656
C -0.608 -3.060 3.090
H 1.314 -5.994 -4.591
O 1.428 0.540 -1.374
C 2.283 -4.169 -3.806
H -3.353 -2.356 5.751
H -2.461 -2.296 -3.696
H 0.859 0.793 -5.493
C -0.987 1.738 -3.578
C 0.743 -1.329 2.278
H -0.931 -0.547 5.133
H -1.624 3.564 -6.253
C 1.145 -4.061 -1.335
H 3.126 3.665 2.394
C 0.007 1.305 -5.901
C -0.847 2.059 1.452
H 3.049 -5.837 -4.886
H 1.270 7.220 2.697
H -0.492 1.014 4.261
C -1.973 -0.296 -2.524
H -2.746 3.834 -0.797
H 3.989 5.088 1.693
C 0.533 -3.725 1.068
H 2.971 0.978 1.968
C -7.086 0.716 3.844
H 1.463 2.710 -4.180
O -1.318 0.973 0.995
C 3.073 4.432 1.646
C -1.069 -3.053 6.918
C -1.358 2.487 -2.498
H 3.001 3.881 0.683
C 2.229 -5.685 -4.144
H -7.759 0.633 4.698
H 3.102 -3.840 -5.866
C 2.574 1.032 -1.877
H -2.074 3.816 -4.569
H 3.996 -4.486 -2.356
C 0.392 -2.728 2.225
H -1.047 -0.307 -4.429
H 3.266 -0.196 0.552
O 1.686 -0.801 1.377
H -1.204 -5.450 6.026
H -3.133 2.534 0.186
O -1.249 -1.722 -0.154
H 0.034 -2.924 7.032
H -1.205 3.560 -2.391
C -0.921 -4.818 5.214
C 1.944 6.337 0.483
C 0.319 -0.529 3.387
C -0.954 -2.637 -2.263
H 4.451 -3.837 -3.992
Cl -8.172 1.787 2.642
H 1.377 -4.130 -5.881
H -0.182 -2.773 -4.231
H 0.303 1.925 -6.746
C -0.538 -1.204 4.384
C 2.188 -3.636 -5.331
C -1.457 -3.432 5.477
C -0.018 2.255 2.605
Cl -6.925 -0.651 2.946
H 3.129 0.351 -2.543
H 1.304 7.224 0.554
C 0.285 -3.548 -0.407
C -1.224 3.228 0.786
H 3.722 -2.857 -2.767
H 2.377 -6.229 -3.169
C -0.691 -2.645 -0.907
H 3.037 6.928 2.662
C 0.597 4.514 1.789
H -0.347 5.192 0.073
C -0.942 -2.495 4.332
Sc -0.079 0.001 -0.237
C 3.709 -3.840 -3.202
C 0.018 -3.002 -3.192
H 2.327 1.882 -2.566
H -6.132 1.244 3.844
C 2.991 -0.089 1.593
C -0.495 2.288 -4.873
C -0.403 4.372 0.786
H 1.839 5.791 -0.469
C -3.003 -3.356 5.505
H -3.224 0.116 -0.853
C -1.993 1.907 -1.389
C -2.260 2.935 -0.397
H -2.671 2.451 -5.506
H -1.585 -2.145 7.238
H 3.251 1.493 -1.128

Cartesian forces (eV/Å) of the 2 atoms listed first:
-1.363 -0.364 1.614
-0.079 -0.291 -0.106

LUMO   0.4 eV
E_tot   -103661.3788 eV
Total charge   0
E_HOMO   -7.414 eV
Energy above the lowest of the compared OMol25 structures with the same formula, charge and spin   0.0 kcal per mole

Mulliken population analysis, charges in e, atoms 1 to 6: C -2.04; H 0.47; H 0.26; C -1.36; H 0.26; H 0.28